1.
A cluster of 13 separate species, C4H36NO14 in total in a non-equilibrium geometry, computed with the ωB97M-V functional and the def2-TZVPD basis.

The value obtained for the relative energy (zero: lowest compared OMol25 entry of this formula, charge and spin) is 167.8 kJ/mol. As for the total charge: +1. The calculation puts the gap between HOMO and LUMO at 10.622 eV. The value obtained for the LUMO energy is -2.2 eV.

Element x y z (Å)
H -0.763 0.902 0.127
H 3.076 -2.675 -0.294
O 0.530 1.307 3.696
O 3.646 -1.883 -0.056
H -2.459 -3.156 0.762
H 0.778 -4.127 0.512
H -4.195 -0.060 -2.475
H -0.024 0.130 2.371
C 0.019 0.330 -0.363
O 0.287 -0.677 1.906
H -1.880 -1.579 2.063
H 0.080 0.820 4.387
H 1.027 1.845 -1.431
H 0.743 -4.024 -1.051
H 3.703 2.511 0.359
H 0.064 3.285 2.547
O -2.886 1.150 1.982
O 3.378 2.263 1.233
H 3.833 2.967 1.723
H -1.871 0.701 -2.607
H -3.406 0.107 -1.247
H -3.302 -0.774 0.878
H 1.539 -1.327 -2.300
H 4.014 0.168 -1.908
H 4.325 -2.230 0.554
H -2.965 -1.095 2.896
H -1.107 -0.991 -1.716
H 1.520 0.278 -2.862
H 1.299 2.004 0.224
C 0.543 -0.788 0.541
O -0.921 0.894 -2.407
H 1.418 0.974 3.655
H -0.710 4.071 1.539
C 0.841 -0.553 -2.654
H 1.589 -0.986 0.320
H 2.032 0.836 -0.711
C -0.308 -0.254 -1.741
O -4.030 -0.516 0.268
O -2.775 -1.870 2.301
O -2.119 -4.020 0.535
H -3.781 1.021 1.563
H 0.575 -0.831 -3.672
H 0.497 2.577 -3.657
N 1.136 1.347 -0.529
H 0.733 3.969 -2.987
O 3.796 0.594 -1.103
H -2.482 1.600 1.232
O 0.879 3.013 -2.903
H 3.872 -0.067 -0.399
H 0.076 -1.700 0.168
H -2.563 -4.636 1.104
H -4.710 -1.205 0.346
O -3.608 0.593 -2.067
O -0.071 3.375 1.595
O 1.090 -3.607 -0.249

=====

2.
A cluster of 13 separate species, C4H37N2O12 in total in a non-equilibrium geometry, computed with the ωB97M-V functional and the def2-TZVPD basis.

The value obtained for the relative energy (zero: lowest compared OMol25 entry of this formula, charge and spin) is 201.2 kJ/mol. As for the total charge: +1. The calculation puts the gap between HOMO and LUMO at 10.221 eV. The value obtained for the LUMO energy is -2.5 eV.

Element x y z (Å)
H -1.833 3.110 -0.399
H -0.938 -0.612 -1.993
H 0.967 0.566 -3.738
O -1.780 -2.439 -1.424
H 1.321 5.182 -1.048
H 2.525 -0.466 0.492
O 2.412 0.255 2.027
H -0.075 0.870 -1.874
C -0.142 -0.400 0.446
O -1.768 2.706 0.476
H 2.190 0.700 -0.751
H 3.558 2.581 -1.785
H 1.042 2.279 2.215
O 2.051 -3.346 2.032
H 0.902 -1.301 1.963
H 3.475 -3.248 -1.346
H 2.873 -0.776 -1.072
H 3.356 -3.068 0.300
H -2.243 1.851 0.299
H 1.688 0.878 1.841
H -2.422 -1.968 1.573
O 3.291 -2.695 -0.586
O -2.534 1.064 -1.330
H -0.114 -2.297 1.277
H -2.532 0.213 -1.784
H -1.497 -0.345 2.994
H 2.012 2.917 -1.418
O 0.925 2.116 1.269
H -1.184 -0.530 0.134
H 2.517 0.279 2.987
H 1.725 -1.037 -3.364
C 0.127 -0.210 -1.973
O -1.984 0.486 3.030
O -4.239 0.184 0.483
H 1.664 -4.233 2.058
H 0.098 0.635 0.638
O 2.661 2.251 -1.712
C 0.738 -0.804 -0.718
H -2.482 0.488 3.855
H -1.067 -2.083 -1.961
O -3.101 -2.143 0.909
H 0.002 4.692 -1.370
H 2.101 -3.183 2.984
H -0.019 2.375 1.169
C 0.810 -0.457 -3.334
H -4.279 0.467 1.402
O 0.919 4.508 -1.619
H -2.641 -2.278 0.056
H 0.044 -0.868 -4.011
N 2.157 -0.302 -0.485
H -3.803 -0.701 0.546
H -2.357 -2.896 -2.055
H -3.501 1.192 -1.263
H 0.883 -1.869 -0.806
N -0.042 -1.345 1.604

=====

3.
A cluster of 15 separate species, C4H37NO16 in total in a non-equilibrium geometry, computed with the ωB97M-V functional and the def2-TZVPD basis.

The value obtained for the relative energy (zero: lowest compared OMol25 entry of this formula, charge and spin) is 553.4 kJ/mol. The calculation puts the gap between HOMO and LUMO at 10.014 eV. The value obtained for the LUMO energy is -0.2 eV.

Element x y z (Å)
C -1.711 1.351 2.216
O -2.134 -2.015 1.514
H 0.475 3.785 -2.986
N -0.360 1.350 1.691
H -0.959 -2.566 3.143
O -1.318 -2.091 3.887
C -0.558 0.356 -0.680
H -4.041 0.427 1.588
H -3.745 -2.011 -1.606
H 0.130 0.583 2.236
O 0.953 -2.232 1.662
O 1.863 -0.043 2.984
H -2.309 2.648 0.841
H 1.039 -1.014 -0.779
O 1.076 -3.131 -1.179
H -2.353 -4.014 -1.371
H 4.598 -0.644 -0.423
H 3.682 0.781 -2.046
H 3.160 -0.723 -0.090
O 3.830 -0.363 -0.781
H -1.214 0.771 -1.409
H 2.495 3.318 -1.553
H 2.293 3.851 1.826
O -2.639 2.094 1.595
O -0.449 3.403 -3.106
O -4.315 -0.348 1.025
H -0.901 -0.496 -0.114
H 2.661 2.487 -2.847
H 1.474 -0.829 2.686
H 1.604 0.344 -1.762
H -3.208 -1.638 -2.886
H 0.931 1.903 0.262
H 3.295 -1.603 -2.452
H -0.092 2.520 -3.302
H 0.121 -1.779 1.427
H 1.785 4.516 0.561
O -1.943 0.757 3.217
H -0.464 2.559 -0.106
H -1.948 -3.172 -0.046
O 2.281 3.777 0.844
H -2.793 -1.373 1.260
H 0.905 -3.884 -1.692
H 1.573 0.264 3.788
O -1.992 -3.114 -1.043
C -0.153 1.502 0.266
H 3.393 0.156 -3.409
H 2.416 -2.298 -3.141
H -2.369 -2.027 2.562
H -4.416 -0.034 -0.007
H 1.366 -2.594 0.922
H 0.287 -0.880 -2.313
H 0.205 -2.758 -1.004
O 3.346 -2.080 -3.239
O -3.919 -1.498 -2.386
C 0.757 -0.251 -1.413
O 3.571 0.955 -2.967
O 2.385 3.349 -2.505
H -1.313 -1.136 3.905

=====

4.
A cluster of 15 separate species, C4H38N2O15 in total in a non-equilibrium geometry, computed with the ωB97M-V functional and the def2-TZVPD basis.

The value obtained for the relative energy (zero: lowest compared OMol25 entry of this formula, charge and spin) is 427.4 kJ/mol. The calculation puts the gap between HOMO and LUMO at 9.681 eV. The value obtained for the LUMO energy is 0.1 eV.

Element x y z (Å)
H 0.684 1.346 1.664
H 3.237 0.523 -2.362
H -4.284 -0.960 -1.018
O -0.703 -0.051 4.171
H -0.318 -0.616 4.847
N 1.213 -0.929 -1.337
O 3.389 -0.613 2.717
H -3.657 -2.099 -1.741
C 1.079 -1.037 -2.770
H 3.769 0.972 1.233
H -0.500 -2.406 -2.497
H 0.836 2.773 -1.787
O -0.949 -3.675 1.835
H -0.516 -2.909 1.454
H -0.255 2.321 2.187
H 0.408 -2.715 3.155
O 3.669 1.657 0.547
H -0.447 -0.392 3.311
H -0.141 -2.146 -4.146
H -3.715 -1.474 2.016
O -2.777 -1.710 2.024
O -2.432 1.367 2.738
H 2.640 -2.460 -1.348
H -0.600 0.022 -0.923
O 1.567 3.049 -0.317
N -1.430 -0.664 -3.276
H -1.776 -3.750 1.331
O 1.007 -1.954 3.045
C -0.292 -1.576 -3.204
H 1.834 3.967 -0.430
H 3.174 1.880 -1.970
H 2.152 -1.947 0.336
O -4.244 1.032 -1.479
C 2.297 -1.653 -0.715
H 1.185 -0.097 -3.355
H 1.941 -1.618 -3.121
O -3.700 -1.710 -0.871
H -3.741 1.683 -2.010
H 1.208 2.044 -3.092
O -1.761 2.027 -1.816
H 1.521 -2.101 3.847
H 2.685 1.652 0.511
C 0.311 -0.379 -0.478
H -1.692 2.638 -1.090
H -2.274 1.197 3.670
H -2.075 -0.876 -2.525
H -2.532 -1.336 1.161
H 4.076 -1.286 2.722
H 1.026 2.967 0.520
H -2.331 0.463 2.373
O 0.674 2.272 1.963
O 2.993 1.365 -2.766
H -1.185 2.311 -2.554
H -1.080 0.267 -3.070
H -3.987 1.003 -0.553
H 2.671 -0.871 2.152
O 0.571 2.700 -2.750
H 3.176 -1.046 -0.453
O 0.427 -0.397 0.744

=====

5.
A cluster of 15 separate species, C4H38NO16 in total in a non-equilibrium geometry, computed with the ωB97M-V functional and the def2-TZVPD basis.

The value obtained for the relative energy (zero: lowest compared OMol25 entry of this formula, charge and spin) is 0.7 kJ/mol. The multiplicity is 2. As for the expectation value of S²: 0.756. The calculation puts the gap between HOMO and LUMO (spin up / spin down) at 10.135 / 5.366 eV. The value obtained for the LUMO energy (spin up / spin down) is -0.2 / -5.0 eV.

Element x y z (Å)
O 3.094 -2.905 -2.891
N 0.955 0.269 -2.383
H -1.294 3.034 2.012
H 0.814 0.982 -3.110
H -2.176 0.553 1.692
H -3.580 3.886 1.066
C -0.850 1.845 -1.753
H 3.205 0.901 -1.044
H -2.293 0.773 -3.006
H 3.367 -0.280 -0.070
H 1.976 1.290 4.085
H -3.548 -2.307 -0.124
O -0.518 2.975 2.608
H 2.817 0.100 4.076
H 3.060 -1.999 -2.545
O -2.480 -2.168 -2.680
H -0.586 2.261 -2.732
O -2.099 -3.942 1.644
H -4.233 -1.436 0.919
C 0.533 -1.112 -2.831
O 3.794 0.548 -0.381
H -1.509 -1.504 1.078
O -4.400 -1.969 0.153
H -0.483 -1.199 -3.281
H 2.292 -1.662 2.393
H -0.165 0.093 -0.572
H -2.942 2.159 -2.003
O -2.711 3.444 1.005
H 3.701 1.511 1.118
H 2.215 3.055 1.699
H 1.990 3.193 0.114
O 2.902 1.089 4.016
H -1.577 -3.414 0.994
H 3.741 1.836 2.698
H 1.579 -1.777 -0.764
H -2.638 -0.417 -0.971
H -1.689 -2.237 -2.175
O 2.378 -1.694 -0.111
H -0.694 -1.758 -0.454
H -0.963 2.689 -1.070
H -2.843 -3.404 1.883
H -2.844 2.624 0.487
C -2.284 1.288 -2.042
H -0.985 -0.163 2.285
O -1.945 -0.321 2.040
C 0.181 0.866 -1.227
O 3.816 2.239 1.796
H 1.857 -1.853 3.867
H 1.292 -1.519 -3.506
H 3.049 -2.369 -0.376
H 2.190 -3.044 -2.563
H 0.919 1.377 -0.598
O -1.403 -1.992 0.212
O 1.618 3.397 0.987
H -3.118 -2.831 -2.314
O 0.355 -1.769 -1.650
H 0.173 3.463 2.151
O 1.921 -1.203 3.192
O -2.937 0.506 -1.042

=====

6.
A cluster of 15 separate species, C4H38O16 in total in a non-equilibrium geometry, computed with the ωB97M-V functional and the def2-TZVPD basis.

The value obtained for the relative energy (zero: lowest compared OMol25 entry of this formula, charge and spin) is 85.7 kJ/mol. The calculation puts the gap between HOMO and LUMO at 10.612 eV. The value obtained for the LUMO energy is -0.1 eV.

Element x y z (Å)
H -1.337 -2.728 -1.096
O -0.248 -1.250 1.501
O -3.106 -1.596 -2.999
O -1.501 1.289 -0.315
H 2.251 -1.746 -1.903
H 0.935 -3.484 -3.429
O -0.708 3.546 3.483
H 3.922 -0.928 -0.354
H 1.089 3.442 -2.036
O -2.343 -0.558 3.559
H 2.654 0.900 0.862
C 1.104 -2.472 -0.110
C 1.700 -2.619 -1.521
H 4.265 0.023 0.858
O 0.655 1.093 -2.777
C 0.649 -2.787 -2.641
O -2.874 -1.586 0.438
H -2.869 -1.136 -2.182
O 0.323 4.014 -1.916
C 0.516 -1.152 0.280
H 1.883 -1.044 3.994
O 4.387 -0.129 -0.087
H 3.659 1.316 -0.979
O -3.886 1.066 2.102
H -0.152 -3.283 -2.143
O 2.563 1.540 1.568
H 2.021 -2.681 0.463
O -1.972 -3.413 -1.301
H 2.036 0.285 3.080
O 2.965 1.899 -1.328
H -1.364 2.913 3.792
H -2.048 -1.130 0.279
H -3.093 -2.503 -2.625
H -0.636 -1.517 -3.549
H 0.162 -1.917 2.060
H 0.880 0.305 -3.300
H -1.003 1.506 -1.121
H -1.500 -0.228 3.900
H 2.535 1.474 -2.077
H 0.163 4.009 -0.963
H 1.168 -0.300 0.401
H -3.103 -1.401 1.358
O 2.176 -0.662 3.169
H 2.475 -3.382 -1.535
H 0.117 1.510 -3.466
H -0.309 2.586 0.578
H 0.846 3.293 1.327
H -3.096 1.372 1.661
H -4.627 1.205 1.506
O 0.149 -1.507 -2.990
H -2.629 -3.472 -0.600
H -2.902 0.133 3.943
H -0.841 3.532 2.516
O 0.024 3.445 0.849
H -0.268 -0.758 -0.376
H 0.436 -3.286 0.179
H 2.784 2.442 1.336
H -0.827 1.161 0.358

=====

Repeat the third record exactly.
A cluster of 15 separate species, C4H37NO16 in total in a non-equilibrium geometry, computed with the ωB97M-V functional and the def2-TZVPD basis.

The value obtained for the relative energy (zero: lowest compared OMol25 entry of this formula, charge and spin) is 553.4 kJ/mol. The calculation puts the gap between HOMO and LUMO at 10.014 eV. The value obtained for the LUMO energy is -0.2 eV.

Element x y z (Å)
C -1.711 1.351 2.216
O -2.134 -2.015 1.514
H 0.475 3.785 -2.986
N -0.360 1.350 1.691
H -0.959 -2.566 3.143
O -1.318 -2.091 3.887
C -0.558 0.356 -0.680
H -4.041 0.427 1.588
H -3.745 -2.011 -1.606
H 0.130 0.583 2.236
O 0.953 -2.232 1.662
O 1.863 -0.043 2.984
H -2.309 2.648 0.841
H 1.039 -1.014 -0.779
O 1.076 -3.131 -1.179
H -2.353 -4.014 -1.371
H 4.598 -0.644 -0.423
H 3.682 0.781 -2.046
H 3.160 -0.723 -0.090
O 3.830 -0.363 -0.781
H -1.214 0.771 -1.409
H 2.495 3.318 -1.553
H 2.293 3.851 1.826
O -2.639 2.094 1.595
O -0.449 3.403 -3.106
O -4.315 -0.348 1.025
H -0.901 -0.496 -0.114
H 2.661 2.487 -2.847
H 1.474 -0.829 2.686
H 1.604 0.344 -1.762
H -3.208 -1.638 -2.886
H 0.931 1.903 0.262
H 3.295 -1.603 -2.452
H -0.092 2.520 -3.302
H 0.121 -1.779 1.427
H 1.785 4.516 0.561
O -1.943 0.757 3.217
H -0.464 2.559 -0.106
H -1.948 -3.172 -0.046
O 2.281 3.777 0.844
H -2.793 -1.373 1.260
H 0.905 -3.884 -1.692
H 1.573 0.264 3.788
O -1.992 -3.114 -1.043
C -0.153 1.502 0.266
H 3.393 0.156 -3.409
H 2.416 -2.298 -3.141
H -2.369 -2.027 2.562
H -4.416 -0.034 -0.007
H 1.366 -2.594 0.922
H 0.287 -0.880 -2.313
H 0.205 -2.758 -1.004
O 3.346 -2.080 -3.239
O -3.919 -1.498 -2.386
C 0.757 -0.251 -1.413
O 3.571 0.955 -2.967
O 2.385 3.349 -2.505
H -1.313 -1.136 3.905

=====

- The lowest relative energy (zero: lowest compared OMol25 entry of this formula, charge and spin) belongs to which entry?
  C4H38NO16

=====

- Number 2 is which compound?
  C4H37N2O12